[1]
3 unconnected molecules or ions with the total composition C37H63BF6INO11P2SSi4. Source: the Open Molecules 2025 dataset; level of theory: the ωB97M-V functional and the def2-TZVPD basis.

Values from the calculation:
calculated total energy: -5490.795900 a.u.
E_HOMO: -8.68 eV
orbital gap: 0.27551 hartree
SMILES: CC(=O)OCCCCCCN1c2c(CC(=O)I)cc(P(C)O)c(F)c2Sc2cc(C(F)(F)C(F)(F)F)c(P(=O)(O)O)c(B(O)O)c21.C[Si](C)(C)O[Si](C)(C)C.C[Si](C)(C)O[Si](C)(C)C

Geometry as ORCA input:
```
! RIJCOSX wB97M-V def2-TZVPD def2/J DEFGRID3
* xyz 0 1
C 11.986 -4.813 2.176
C 11.052 -5.379 3.352
O 10.277 -6.344 3.085
O 10.999 -4.863 4.679
C 10.342 -3.564 4.697
C 9.064 -3.437 3.736
C 7.974 -2.399 4.334
C 7.121 -1.649 3.204
C 6.539 -2.661 2.057
C 5.155 -2.020 1.570
N 4.435 -2.782 0.493
C 5.330 -3.305 -0.552
C 5.600 -2.393 -1.797
C 4.927 -0.953 -1.929
C 6.034 0.179 -1.708
O 6.653 0.327 -0.623
I 6.539 1.542 -3.359
C 6.514 -2.913 -2.950
C 7.170 -4.316 -2.921
P 8.223 -4.906 -4.372
C 8.084 -6.792 -4.597
O 7.394 -4.274 -5.772
C 6.921 -5.248 -1.691
F 7.493 -6.560 -1.600
C 6.013 -4.704 -0.569
S 5.634 -5.799 0.903
C 3.882 -5.272 1.288
C 2.850 -6.294 1.822
C 1.375 -5.860 2.100
C 0.331 -6.946 2.609
F -0.252 -6.666 3.873
F 1.094 -8.160 2.815
C -0.776 -7.370 1.484
F -0.337 -8.588 0.870
F -2.054 -7.604 2.030
F -0.841 -6.428 0.413
C 0.941 -4.384 1.859
P -0.771 -3.672 2.115
O -0.654 -2.623 3.253
O -1.959 -4.766 2.601
O -1.406 -2.876 0.715
C 2.031 -3.369 1.335
B 1.709 -1.772 1.076
O 1.500 -0.895 2.193
O 1.668 -1.180 -0.241
C 3.503 -3.792 1.019
H 12.825 -4.190 2.635
H 11.302 -4.183 1.497
H 12.339 -5.700 1.556
H 11.105 -2.771 4.328
H 10.117 -3.306 5.786
H 9.426 -2.975 2.745
H 8.498 -4.427 3.578
H 8.584 -1.595 4.905
H 7.296 -2.879 5.140
H 7.630 -0.736 2.742
H 6.173 -1.242 3.733
H 6.406 -3.669 2.608
H 7.337 -2.710 1.238
H 4.456 -2.021 2.493
H 5.332 -0.951 1.171
H 4.441 -0.850 -2.964
H 4.103 -0.807 -1.138
H 6.683 -2.251 -3.872
H 7.036 -7.189 -4.299
H 8.829 -7.368 -3.933
H 8.200 -7.082 -5.710
H 6.476 -4.643 -5.675
H 3.234 -7.367 1.975
H -2.390 -4.496 3.444
H -0.980 -3.231 -0.098
H 1.048 -0.070 1.912
H 2.031 -1.848 -0.877
O -3.755 2.718 0.634
Si -2.862 1.317 0.456
C -1.664 1.486 -0.983
C -3.997 -0.142 0.120
C -1.868 0.936 1.994
Si -4.822 3.646 -0.253
C -5.405 5.142 0.716
C -6.332 2.630 -0.721
C -4.000 4.257 -1.828
H -2.206 1.583 -1.927
H -1.017 0.606 -1.046
H -1.035 2.371 -0.855
H -4.756 -0.226 0.902
H -3.426 -1.073 0.094
H -4.503 -0.026 -0.842
H -2.523 0.796 2.858
H -1.166 1.743 2.220
H -1.295 0.014 1.848
H -5.919 4.838 1.631
H -6.101 5.732 0.114
H -4.563 5.783 0.988
H -6.056 1.817 -1.397
H -7.075 3.255 -1.224
H -6.792 2.196 0.170
H -3.756 3.421 -2.487
H -3.077 4.795 -1.595
H -4.666 4.935 -2.370
O -10.211 8.594 -1.633
Si -8.763 7.784 -1.819
C -8.266 7.743 -3.630
C -8.920 6.015 -1.203
C -7.385 8.614 -0.856
Si -11.794 8.467 -2.151
C -12.858 9.847 -1.458
C -12.530 6.830 -1.596
C -11.876 8.554 -4.026
H -8.979 7.156 -4.214
H -7.275 7.293 -3.744
H -8.235 8.756 -4.042
H -9.281 5.998 -0.172
H -7.952 5.511 -1.237
H -9.621 5.450 -1.823
H -7.614 8.636 0.213
H -7.233 9.641 -1.199
H -6.447 8.067 -0.992
H -12.869 9.821 -0.366
H -13.887 9.742 -1.812
H -12.487 10.824 -1.779
H -12.021 5.993 -2.080
H -13.591 6.779 -1.853
H -12.431 6.713 -0.513
H -11.375 7.695 -4.476
H -11.392 9.465 -4.389
H -12.916 8.558 -4.365
*
```


[2]
5 unconnected molecules or ions with the total composition C37H65BrF6N3O18PS2. Source: the Open Molecules 2025 dataset; level of theory: the ωB97M-V functional and the def2-TZVPD basis.

Values from the calculation:
calculated total energy: -7277.718593 a.u.
E_HOMO: -8.92 eV
orbital gap: 0.31631 hartree
SMILES: C[C@@H](O)C[C@]1(CCCC(F)(F)C(F)(F)F)OS(=O)(=O)[C@@H](CCCCCCCSc2nnco2)[C@@](CCN)(CCF)[C@@H]1P(O)Br.COC(=O)OC.COC(=O)OC.COC(=O)OC.COC(=O)OC

Geometry as ORCA input:
```
! RIJCOSX wB97M-V def2-TZVPD def2/J DEFGRID3
* xyz 0 1
C -0.164 0.004 -3.901
C 1.398 -0.445 -4.092
O 1.499 -1.002 -5.482
C 2.512 0.727 -3.925
C 2.453 1.570 -2.482
C 1.596 2.912 -2.709
C 2.132 3.981 -3.822
C 0.810 4.512 -4.699
C 0.939 6.176 -4.824
F -0.049 6.743 -5.808
F 2.284 6.600 -5.339
C 0.669 6.957 -3.408
F 0.042 8.282 -3.767
F -0.242 6.260 -2.469
F 1.904 7.300 -2.645
O 3.881 2.022 -2.324
S 4.070 2.979 -0.946
O 3.928 4.532 -1.209
O 5.596 2.849 -0.545
C 2.947 2.514 0.522
C 2.402 3.948 1.078
C 1.519 3.910 2.450
C 0.634 5.304 2.481
C -0.977 5.101 2.280
C -1.593 5.720 0.891
C -2.169 4.538 -0.137
C -3.778 4.708 -0.475
S -4.861 3.537 0.510
C -5.821 2.359 -0.584
N -5.871 2.152 -2.082
N -6.805 1.136 -2.371
C -7.441 0.559 -1.115
O -6.777 1.359 -0.036
C 1.860 1.327 0.242
C 1.969 0.369 1.586
C 1.635 -1.217 1.378
N 0.763 -1.795 2.509
C 0.285 1.774 0.116
C -0.868 0.946 0.914
F -1.107 1.403 2.334
C 2.196 0.630 -1.178
P 3.719 -0.563 -1.326
O 3.169 -2.257 -1.174
Br 5.221 -0.350 0.359
H -0.825 -0.972 -4.072
H -0.553 0.784 -4.707
H -0.440 0.394 -2.821
H 1.592 -1.349 -3.370
H 0.568 -0.908 -5.887
H 3.577 0.213 -4.092
H 2.390 1.440 -4.868
H 0.510 2.576 -3.079
H 1.366 3.557 -1.730
H 2.878 3.548 -4.621
H 2.616 4.959 -3.402
H 0.818 4.118 -5.803
H -0.207 4.328 -4.151
H 3.773 2.220 1.339
H 3.373 4.595 1.333
H 1.746 4.452 0.229
H 2.283 3.999 3.363
H 0.906 2.937 2.639
H 0.992 6.072 1.639
H 0.834 5.878 3.506
H -1.224 3.958 2.312
H -1.544 5.585 3.213
H -2.550 6.351 1.195
H -0.849 6.443 0.314
H -1.585 4.488 -1.153
H -2.058 3.463 0.356
H -3.901 4.413 -1.622
H -4.177 5.805 -0.329
H -8.266 -0.289 -0.997
H 1.346 0.807 2.508
H 3.060 0.350 2.075
H 2.638 -1.864 1.420
H 1.071 -1.425 0.370
H -0.188 -1.953 2.107
H 0.645 -1.105 3.283
H 0.048 2.903 0.299
H -0.069 1.601 -1.018
H -1.895 1.261 0.381
H -0.850 -0.218 0.800
H 1.265 -0.097 -1.371
H 3.235 -2.704 -2.071
C -0.859 -7.923 3.319
O 0.434 -7.486 2.902
C 0.830 -6.310 3.451
O 0.187 -5.634 4.238
O 2.065 -6.017 2.972
C 2.612 -4.797 3.467
H -1.073 -8.871 2.819
H -0.879 -8.091 4.400
H -1.624 -7.198 3.024
H 2.731 -4.840 4.555
H 1.985 -3.947 3.178
H 3.601 -4.663 3.019
C 11.680 -2.555 3.503
O 11.166 -2.337 2.191
C 10.131 -1.461 2.134
O 9.634 -0.876 3.084
O 9.744 -1.350 0.838
C 8.655 -0.454 0.626
H 12.502 -3.271 3.430
H 12.071 -1.623 3.924
H 10.909 -2.981 4.154
H 8.926 0.562 0.931
H 7.763 -0.796 1.161
H 8.430 -0.443 -0.444
C -9.259 -5.660 -2.992
O -7.966 -5.224 -3.408
C -7.570 -4.048 -2.860
O -8.213 -3.371 -2.072
O -6.335 -3.755 -3.338
C -5.788 -2.535 -2.843
H -9.473 -6.609 -3.491
H -9.279 -5.829 -1.910
H -10.024 -4.936 -3.286
H -5.669 -2.578 -1.755
H -6.415 -1.685 -3.132
H -4.799 -2.401 -3.291
C -7.324 -5.853 2.401
O -6.034 -6.223 2.883
C -5.729 -5.719 4.106
O -6.449 -5.007 4.788
O -4.485 -6.146 4.439
C -4.029 -5.690 5.711
H -7.461 -6.310 1.417
H -8.107 -6.229 3.067
H -7.398 -4.766 2.289
H -4.680 -6.060 6.509
H -3.971 -4.597 5.731
H -3.025 -6.091 5.873
*
```